[1]
# C53H70F6N7O4PS2Sc

A structure of composition C53H70F6N7O4PS2Sc (ωB97M-V/def2-TZVPD, the Open Molecules 2025 dataset).

## Properties
Charge: -1
Highest occupied orbital energy, eV: -4.10
Energy above the lowest of the compared OMol25 structures with the same formula, charge and spin, kJ/mol: 0.00
DFT total energy, hartree: -5243.72351

Structure (XYZ):
```
144
Properties=species:S:1:pos:R:3:forces:R:3
Sc 0.641503 0.733751 0.579622 -0.1 -2.0 -0.2
C -0.232687 -2.218144 -3.011173 0.0 0.1 0.1
C -1.416918 -2.045306 -2.057591 0.1 -0.2 -0.1
C -2.713262 -2.562376 -2.692576 0.1 0.2 0.0
C -1.156964 -2.750057 -0.734594 0.1 0.4 0.1
C -0.865298 -4.105911 -0.751307 -0.1 0.0 0.1
C -0.649466 -4.801819 0.423193 -0.2 0.0 0.0
C -0.740295 -4.130694 1.627783 -0.1 0.0 -0.1
C -1.034124 -2.770732 1.700284 0.2 0.2 0.2
C -1.075392 -2.179537 3.102359 0.2 0.3 -0.1
C 0.288954 -1.563923 3.417980 -0.2 -0.3 0.1
C -2.172036 -1.149218 3.383505 0.0 -0.1 0.0
C -1.214333 -2.067856 0.498073 0.4 -1.0 -0.1
N -1.476820 -0.672972 0.437502 -0.8 0.9 -0.3
C -2.718998 -0.364785 0.280344 0.9 -0.6 0.5
C -3.283301 0.976988 -0.099272 -0.2 0.5 -0.1
N -2.584724 1.991561 -0.356191 0.4 -0.2 0.4
C -3.199864 3.139638 -0.896871 -0.3 0.7 -0.4
C -2.959831 3.281280 -2.284342 0.1 -0.3 0.3
C -3.515477 4.336808 -2.981229 0.0 0.0 0.0
C -4.286116 5.277240 -2.324914 -0.1 0.1 0.0
C -4.508148 5.142949 -0.970450 0.0 0.0 -0.1
C -3.995949 4.088124 -0.212675 0.4 -0.1 0.1
C -4.378248 4.176361 1.274296 0.2 -0.1 0.0
C -4.153860 2.959403 2.167493 -0.1 0.1 -0.1
C -3.648289 5.384143 1.887818 -0.2 -0.1 -0.1
C -2.143811 2.223345 -3.008968 0.0 0.1 -0.2
C -3.062180 1.122470 -3.554186 0.2 0.0 0.1
C -1.289738 2.824889 -4.127970 -0.1 0.0 0.2
C -4.755729 0.818061 -0.197454 -0.3 -0.2 -0.2
C -5.794125 1.648589 -0.538369 0.1 0.0 -0.1
C -7.111257 1.146442 -0.460604 -0.2 -0.1 0.0
C -7.392209 -0.138400 -0.072590 -0.1 0.0 0.0
C -6.340968 -1.032387 0.235043 0.2 0.0 0.0
C -6.454233 -2.389491 0.616190 0.0 0.0 0.0
C -5.323455 -3.132069 0.847155 -0.2 -0.1 0.0
C -4.024497 -2.597154 0.744984 0.1 0.1 -0.1
C -3.873978 -1.269414 0.411090 -0.6 -0.4 0.0
C -5.042764 -0.514985 0.154311 0.1 0.0 0.0
H -0.376528 -1.614161 -3.908984 0.0 0.0 0.0
H -0.109962 -3.257868 -3.317026 0.0 0.0 0.0
H 0.678239 -1.887273 -2.513114 0.0 0.0 -0.1
H -1.521049 -0.975059 -1.877334 0.0 0.0 0.0
H -2.612903 -3.615485 -2.960457 0.0 0.0 0.0
H -2.949061 -1.998619 -3.596792 0.0 0.0 0.0
H -3.549862 -2.465913 -2.001428 -0.1 0.0 0.0
H -0.813544 -4.627663 -1.698429 0.0 0.0 0.0
H -0.428017 -5.861290 0.404001 0.0 0.0 0.0
H -0.586219 -4.674841 2.552061 0.0 0.0 0.0
H -1.231864 -3.022334 3.784712 0.0 0.0 -0.1
H 0.433912 -0.685319 2.788524 0.1 0.0 0.2
H 1.093994 -2.274528 3.226475 0.1 0.0 -0.1
H 0.335768 -1.248074 4.457530 0.0 0.1 0.0
H -1.940383 -0.195704 2.911710 0.0 0.1 0.1
H -2.223167 -0.974827 4.458279 0.0 0.1 0.0
H -3.148138 -1.500243 3.045240 0.0 0.0 0.1
H -3.342914 4.428171 -4.044423 0.0 0.0 0.0
H -4.711927 6.112673 -2.865546 0.0 0.0 0.0
H -5.122939 5.882039 -0.470338 0.0 0.0 0.1
H -5.456170 4.390860 1.289060 0.1 0.0 -0.1
H -3.101052 2.711476 2.242731 0.2 -0.1 0.0
H -4.712772 2.093707 1.820553 0.1 0.0 0.1
H -4.508811 3.194043 3.171864 0.0 0.0 0.0
H -2.583286 5.282437 1.717916 0.3 0.0 0.0
H -3.829699 5.434895 2.962404 0.0 0.0 0.0
H -3.979584 6.320398 1.438496 0.1 0.0 0.0
H -1.460196 1.779927 -2.279996 0.0 0.0 0.0
H -3.824659 1.557488 -4.203049 0.0 0.0 0.0
H -3.570287 0.587089 -2.750024 -0.1 0.0 0.0
H -2.482563 0.401454 -4.135091 0.0 0.0 0.0
H -1.900236 3.098801 -4.990435 0.0 0.0 -0.1
H -0.537846 2.105402 -4.456899 0.0 0.0 0.0
H -0.784990 3.711902 -3.749846 0.2 0.0 -0.1
H -5.631461 2.671890 -0.844126 -0.1 -0.1 0.0
H -7.929869 1.812593 -0.700806 0.0 0.0 0.0
H -8.418423 -0.477092 -0.000232 0.0 0.0 0.0
H -7.433966 -2.838751 0.721157 0.0 0.0 0.0
H -5.419807 -4.175223 1.120284 0.0 0.0 0.0
H -3.171143 -3.231614 0.934961 -0.3 -0.1 0.0
F 1.448215 2.860360 4.911533 0.0 0.0 0.5
C 0.698261 1.789696 4.419541 0.2 0.2 -0.7
F -0.602484 2.089362 4.818799 -0.1 0.0 0.4
F 1.058109 0.752846 5.280223 0.0 0.0 0.2
S 0.518233 2.756285 2.215346 -0.3 0.7 1.7
O 1.773244 2.058904 1.693937 0.8 -0.6 0.0
O -0.520481 1.673384 1.893559 -1.5 0.2 0.1
N 0.277162 3.852490 0.890301 -0.2 -0.4 -0.2
S 0.992173 3.510535 -0.399405 0.8 2.0 -0.5
O 0.717531 4.402387 -1.491696 -0.4 -0.2 -0.2
O 1.020117 2.077571 -0.837992 0.0 0.2 -0.9
C 2.839525 3.959640 -0.198386 0.2 0.3 -0.2
F 3.356064 4.073481 -1.441056 0.0 -0.1 0.0
F 3.689993 3.198459 0.487279 -0.2 -0.1 0.0
F 2.883702 5.180211 0.355186 -0.2 -0.1 0.0
N 1.677158 -0.933319 0.238020 0.4 0.6 0.2
P 3.204550 -1.116543 0.149673 1.6 -0.9 -0.2
N 3.555983 -2.770063 -0.001203 -0.4 0.1 -0.1
C 4.899519 -3.287886 -0.197559 0.1 0.0 -0.1
C 4.863766 -4.593278 -0.986192 0.0 0.0 0.2
C 4.092633 -5.671118 -0.210437 0.0 0.1 0.0
C 2.915329 -5.047955 0.564223 0.0 0.0 -0.1
C 2.478565 -3.742434 -0.089192 0.0 0.0 0.2
N 4.085898 -0.565910 -1.211956 -0.6 0.0 0.4
C 4.650629 0.780331 -1.273565 0.2 0.0 0.0
C 5.291025 0.964645 -2.645786 -0.2 0.1 0.0
C 4.189121 1.076944 -3.710767 0.0 -0.1 0.1
C 2.973011 0.234263 -3.290302 0.1 0.0 0.0
C 3.422339 -0.966587 -2.461613 0.1 -0.2 -0.2
N 4.178620 -0.534491 1.403435 -0.8 0.2 0.0
C 5.615463 -0.686865 1.527773 0.2 0.2 -0.3
C 6.231493 0.589786 2.105295 0.0 -0.1 0.2
C 5.646483 0.857936 3.490690 -0.2 0.1 -0.2
C 4.124735 0.936957 3.379833 0.2 -0.3 0.1
C 3.576563 -0.326354 2.720430 -0.2 0.3 0.0
H 5.399323 -3.472392 0.765865 0.0 0.0 0.0
H 5.483304 -2.541170 -0.740187 0.0 0.0 0.0
H 5.884493 -4.925162 -1.188385 0.0 0.0 0.0
H 4.381386 -4.407403 -1.948559 0.0 0.0 0.0
H 4.766833 -6.173024 0.488166 0.0 -0.1 0.0
H 3.729913 -6.424715 -0.914063 0.0 -0.1 0.1
H 3.218638 -4.829732 1.590804 -0.1 0.0 0.0
H 2.076468 -5.745391 0.605580 0.0 0.0 0.1
H 1.609613 -3.308727 0.404214 0.0 -0.1 -0.1
H 2.196235 -3.945713 -1.136192 -0.1 0.0 0.0
H 5.396465 0.885398 -0.488631 -0.1 0.1 0.0
H 3.887547 1.548316 -1.122620 0.1 0.0 0.0
H 5.928275 0.098334 -2.846804 0.0 0.0 0.0
H 5.925313 1.852633 -2.651537 0.0 0.0 0.0
H 4.577188 0.736358 -4.674527 -0.1 0.1 0.0
H 3.889591 2.121393 -3.817173 0.0 0.0 -0.1
H 2.426325 -0.111278 -4.170648 -0.1 0.0 0.0
H 2.286655 0.835329 -2.689241 0.0 0.0 0.0
H 4.105642 -1.585269 -3.063566 -0.1 0.0 0.0
H 2.558735 -1.579224 -2.196026 0.1 -0.1 -0.2
H 6.053761 -0.917442 0.557231 0.0 0.0 0.0
H 5.846495 -1.516994 2.216323 0.0 0.0 -0.1
H 5.989518 1.433265 1.454519 0.1 0.0 0.0
H 7.320264 0.490450 2.154738 0.0 0.0 -0.1
H 6.045490 1.788541 3.901040 0.0 0.0 0.1
H 5.924933 0.042831 4.169104 0.1 0.0 0.0
H 3.833910 1.792837 2.773314 0.0 0.0 0.0
H 3.670170 1.050212 4.364754 -0.1 0.0 0.0
H 2.502407 -0.223021 2.594421 0.0 -0.1 0.2
H 3.785125 -1.193017 3.370766 -0.1 0.0 -0.1
```
Positions in Å, forces in eV/Å.

Atom charges from the Mulliken analysis, given in e for atoms 1 to 5: atom 1 (Sc): 0.58, atom 2 (C): -1.25, atom 3 (C): 1.66, atom 4 (C): -1.82, atom 5 (C): 1.81



[2]
# C7H17AsBr2F6PRh

A structure of composition C7H17AsBr2F6PRh (ωB97M-V/def2-TZVPD, the Open Molecules 2025 dataset).

## Properties
Spin multiplicity: 2
Charge: +3
Highest occupied orbital energy (alpha / beta), eV: -21.79 / -21.81
Energy above the lowest of the compared OMol25 structures with the same formula, charge and spin, kJ/mol: 60.46
DFT total energy, hartree: -8710.59024

Structure (XYZ):
```
35
Properties=species:S:1:pos:R:3:forces:R:3
Rh -0.367962 1.519252 -0.790093 -1.4 -0.2 -0.6
Br 0.178139 3.922707 0.052786 0.3 -0.8 0.1
C 0.233615 4.395084 -1.837203 0.1 0.1 -0.1
Br 0.511195 2.734750 -2.838539 0.3 -0.3 0.4
H 1.083549 5.047505 -2.012319 0.0 0.0 0.0
H -0.725560 4.813689 -2.126172 0.0 0.0 0.0
F -2.374270 2.496903 -1.247864 -0.1 0.4 -0.2
As -3.257300 0.984611 -0.985175 -0.8 0.2 0.1
F -4.243573 1.701100 0.142580 0.0 -0.1 0.0
F -1.829760 0.899077 0.408819 0.1 0.0 0.5
F -3.572589 -0.611024 -0.566120 0.1 0.0 0.0
F -1.747087 0.326700 -1.859255 1.0 0.0 0.0
F -4.118552 1.100917 -2.395400 0.1 -0.1 0.1
C -0.276328 0.238373 2.814038 0.1 -0.1 0.1
C 0.887718 -0.217678 1.924631 -0.1 0.0 0.0
P 0.678815 -0.341478 0.150917 0.4 1.2 -0.1
C 2.308915 -0.823088 -0.614260 0.1 -0.3 -0.2
C 3.011775 -1.954023 0.076800 0.1 0.1 -0.1
C -0.459201 -1.814751 -0.255577 -0.3 -0.6 -0.4
C -0.026075 -3.141559 0.214637 0.2 0.2 0.1
H 0.076844 0.215473 3.844549 0.0 0.0 0.0
H -1.133311 -0.430984 2.750688 0.0 0.0 -0.1
H -0.588674 1.257542 2.601443 0.0 0.0 -0.1
H 1.213867 -1.230000 2.193797 0.1 0.1 0.1
H 1.750054 0.452474 2.049891 0.1 -0.1 0.0
H 2.848188 0.135910 -0.491489 -0.1 0.1 0.1
H 2.155173 -0.993001 -1.681608 0.0 0.0 0.0
H 3.210326 -1.793198 1.132829 0.0 0.0 0.0
H 3.982144 -2.077260 -0.441814 0.0 0.0 0.0
H 2.545737 -2.938222 -0.085364 0.0 0.0 0.0
H -0.668479 -1.773005 -1.325545 0.1 0.1 0.0
H -1.326163 -1.413858 0.318246 0.1 0.2 0.1
H 0.719338 -3.628254 -0.436336 -0.1 0.0 0.0
H -0.892571 -3.837482 0.039087 0.0 0.0 0.0
H 0.212063 -3.223202 1.274392 -0.1 0.0 0.0
```
Positions in Å, forces in eV/Å.

Atom charges from the Mulliken analysis, given in e for atoms 1 to 5: atom 1 (Rh): 0.30, atom 2 (Br): 0.15, atom 3 (C): -0.40, atom 4 (Br): 0.16, atom 5 (H): 0.44



Number 2 is which compound?
C7H17AsBr2F6PRh